(1)
ORCA calculation (the ωB97M-V functional and the def2-TZVPD basis) on 2 unconnected molecules or ions with the total composition C4H8NO2.

Geometry as XYZ:
```
15
Properties=species:S:1:pos:R:3:lowdin_charge:R:1
H -0.77 2.20 -0.07 0.063
H -1.40 1.45 1.36 0.067
C 0.52 0.68 0.75 -0.302
N 1.73 1.15 0.05 -0.035
C 2.72 0.38 0.06 -0.109
C -0.48 1.81 0.90 -0.124
O -0.70 -2.09 -0.27 -0.156
C -1.78 -1.66 -0.74 -0.689
H 0.83 0.29 1.73 0.104
H 0.09 -0.12 0.15 0.069
H -2.62 -2.42 -0.76 0.080
H -0.07 2.63 1.50 0.051
O -2.08 -0.51 -1.11 -0.137
H 3.62 0.69 -0.48 0.048
H 2.71 -0.57 0.58 0.069
```

Properties
largest force on an atom = 0.59 eV Å⁻¹
relative energy (zero: lowest compared OMol25 entry of this formula, charge and spin) = 31.3 kcal/mol
HOMO level = -4.1 eV
total charge = -1

(2)
ORCA calculation (the ωB97M-V functional and the def2-TZVPD basis) on a gas-phase ion, C4H8NO2 (charge -1) in a non-equilibrium geometry.

Geometry as XYZ:
```
15
Properties=species:S:1:pos:R:3:lowdin_charge:R:1
H 1.12 -0.04 -2.10 0.131
H 2.20 0.23 0.88 0.062
O -0.47 1.32 -1.63 -0.227
C -1.21 -0.55 0.69 -0.083
C 0.05 -0.24 -1.56 -0.507
H 0.90 -0.14 1.91 0.042
N -0.33 1.45 -0.25 -0.111
H 1.44 -1.26 0.54 0.089
H -1.99 -0.60 -0.14 0.086
H -1.55 0.35 1.42 0.102
C 1.22 -0.25 0.92 -0.070
O -0.71 -1.12 -2.02 -0.143
H -1.16 -1.41 1.41 0.061
H 0.42 2.20 -0.13 0.105
C 0.05 0.06 0.05 -0.536
```

Properties
largest force on an atom = 3.30 eV Å⁻¹
relative energy (zero: lowest compared OMol25 entry of this formula, charge and spin) = 112.1 kcal/mol
HOMO level = -2.7 eV
SMILES = CC1(C)NO[C@@H]1[O-]
total charge = -1

(3)
ORCA calculation (the ωB97M-V functional and the def2-TZVPD basis) on a gas-phase ion, C4H8NO2 (charge -1) in a non-equilibrium geometry.

Geometry as XYZ:
```
15
Properties=species:S:1:pos:R:3:lowdin_charge:R:1
H -0.77 1.53 0.11 0.087
C 1.52 0.03 -0.89 -0.093
H 0.16 0.43 -3.18 0.070
H -1.86 0.19 -0.04 0.121
H 2.20 -0.40 -1.75 0.097
C -0.27 -0.02 1.39 -0.658
H -1.11 0.57 -2.22 -0.001
C 0.05 -0.26 -1.13 -0.520
O 0.00 -1.30 1.65 -0.173
H -0.04 -1.29 -0.95 0.104
H 2.02 -0.42 0.01 0.078
N -0.43 -0.05 -2.48 0.029
H 1.68 1.11 -0.68 0.077
C -0.76 0.47 -0.10 -0.124
O -0.31 0.97 2.15 -0.094
```

Properties
largest force on an atom = 4.60 eV Å⁻¹
relative energy (zero: lowest compared OMol25 entry of this formula, charge and spin) = 39.0 kcal/mol
HOMO level = -3.9 eV
SMILES = C[C@H](N)CC(=O)[O-]
total charge = -1

(4)
ORCA calculation (the ωB97M-V functional and the def2-TZVPD basis) on a gas-phase ion, C4H8NO2 (charge +1) in a non-equilibrium geometry.

Geometry as XYZ:
```
15
Properties=species:S:1:pos:R:3:lowdin_charge:R:1
O -2.18 -0.48 0.44 0.127
H 0.63 0.88 2.46 0.186
H 0.87 -1.39 1.02 0.143
N -0.07 1.15 1.76 0.231
H -1.36 0.19 -1.25 0.147
C -1.30 0.07 -0.15 -0.196
C 1.21 -0.97 -1.23 -0.219
H 0.31 1.42 -0.21 0.159
C 0.06 0.55 0.41 -0.259
H 1.07 -2.06 -1.40 0.145
H -0.09 2.18 1.86 0.191
H -1.04 0.99 2.09 0.176
H 2.06 -0.07 0.50 0.137
C 1.11 -0.59 0.28 -0.067
O 1.17 -0.09 -2.03 0.099
```

Properties
largest force on an atom = 2.23 eV Å⁻¹
relative energy (zero: lowest compared OMol25 entry of this formula, charge and spin) = 47.8 kcal/mol
HOMO level = -14.4 eV
SMILES = [NH3+][C@H](C=O)CC=O
total charge = +1

(5)
ORCA calculation (the ωB97M-V functional and the def2-TZVPD basis) on a gas-phase ion, C4H8NO2 (charge +1) in a non-equilibrium geometry.

Geometry as XYZ:
```
15
Properties=species:S:1:pos:R:3:lowdin_charge:R:1
H 0.86 1.86 0.97 0.205
C -0.88 -0.84 0.04 -0.087
H 0.16 -1.46 1.82 0.092
H 0.47 0.39 1.75 0.195
C 1.68 0.19 0.08 0.021
N 0.58 0.87 0.77 0.037
C -0.83 0.64 0.27 -0.335
O -0.82 1.39 -0.89 0.029
H -0.19 -2.73 0.64 0.083
H -1.35 1.20 1.02 0.162
C -0.31 -1.70 0.86 0.060
H 2.59 0.54 -1.55 0.123
H -1.39 0.93 -1.55 0.142
H -1.22 -1.12 -0.98 0.141
O 1.92 0.90 -1.00 0.131
```

Properties
largest force on an atom = 4.12 eV Å⁻¹
relative energy (zero: lowest compared OMol25 entry of this formula, charge and spin) = 106.1 kcal/mol
HOMO level = -14.1 eV
total charge = +1

(6)
ORCA calculation (the ωB97M-V functional and the def2-TZVPD basis) on 2 unconnected molecules or ions with the total composition C4H8NO2 in a non-equilibrium geometry.

Geometry as XYZ:
```
15
Properties=species:S:1:pos:R:3:lowdin_charge:R:1
O 0.40 1.01 0.71 0.040
H 1.61 -1.21 1.49 0.182
C -2.64 -0.30 0.04 -0.289
H -1.43 1.28 0.49 0.069
O -2.91 -1.38 0.17 0.143
H -3.16 1.70 0.20 0.088
H 0.80 -2.24 0.41 0.181
N 1.16 -1.30 0.58 0.172
C -2.34 1.04 -0.10 -0.103
H 1.85 -1.16 -1.46 0.142
H 1.27 1.37 0.97 0.150
C 0.46 -0.09 -0.11 -0.037
H -2.06 1.26 -1.14 0.109
H 2.71 -0.08 -0.28 0.148
C 1.78 -0.58 -0.55 0.004
```

Properties
largest force on an atom = 6.94 eV Å⁻¹
relative energy (zero: lowest compared OMol25 entry of this formula, charge and spin) = 78.2 kcal/mol
2S+1 = 3
HOMO level (alpha / beta) = -8.1 / -16.0 eV
total charge = +1

(7)
ORCA calculation (the ωB97M-V functional and the def2-TZVPD basis) on 2 unconnected molecules or ions with the total composition C4H8NO2S in a non-equilibrium geometry.

Geometry as XYZ:
```
16
Properties=species:S:1:pos:R:3:lowdin_charge:R:1
N -0.16 2.12 -0.21 -0.480
C -0.74 0.18 2.35 -0.762
H -1.70 -0.47 -0.52 0.031
H 1.65 -0.46 1.71 0.104
H -0.55 -1.99 -0.34 0.095
O -0.72 -0.90 3.00 -0.032
S -0.89 2.12 -1.67 0.534
H -1.95 -1.53 0.94 0.119
H -0.87 2.09 0.50 -0.083
H 0.33 2.15 -2.24 -0.172
C 1.13 -0.53 0.70 -0.100
C -1.16 -1.14 0.16 -0.091
C -0.29 -0.31 1.01 -0.292
H 1.18 -1.61 0.47 0.058
O -1.09 1.32 2.53 0.007
H 1.50 0.09 -0.11 0.063
```

Properties
largest force on an atom = 3.29 eV Å⁻¹
relative energy (zero: lowest compared OMol25 entry of this formula, charge and spin) = 99.2 kcal/mol
HOMO level (alpha / beta) = -2.2 / -3.8 eV
total charge = -1

(8)
ORCA calculation (the ωB97M-V functional and the def2-TZVPD basis) on 2 unconnected molecules or ions with the total composition C4H8NO3.

Geometry as XYZ:
```
16
Properties=species:S:1:pos:R:3:lowdin_charge:R:1
O -0.73 -1.19 -3.05 -0.026
H -0.50 -0.72 0.10 0.048
H 0.75 2.12 0.63 0.050
C -1.19 0.81 -1.85 -0.015
N -0.35 -1.20 -0.82 0.162
O -0.33 -0.13 1.68 -0.122
C 1.40 1.32 0.99 -0.055
C -0.73 -0.63 -1.96 -0.626
H -2.28 0.79 -1.84 0.079
H -0.89 1.39 -2.71 0.070
H 2.31 1.81 1.36 0.055
H -0.87 1.35 -0.97 0.052
H -0.16 -2.20 -0.85 0.108
O 1.28 0.38 3.15 -0.068
H 1.69 0.75 0.11 0.056
C 0.74 0.45 2.05 -0.769
```

Properties
largest force on an atom = 0.84 eV Å⁻¹
relative energy (zero: lowest compared OMol25 entry of this formula, charge and spin) = 2.4 kcal/mol
HOMO level = -4.7 eV
total charge = -1